No. 1
{"formula": "C9H20Cl2FISb", "method": "ωB97M-V with the def2-TZVPD basis set", "charge": -1, "energy_ev": -52055.99894, "fmax_ha_per_bohr": 0.00436, "symbols": ["C", "C", "C", "F", "Sb", "C", "C", "C", "I", "C", "Cl", "C", "C", "Cl", "H", "H", "H", "H", "H", "H", "H", "H", "H", "H", "H", "H", "H", "H", "H", "H", "H", "H", "H", "H"], "positions_angstrom": [[0.4189, 3.9465, 0.6254], [-0.6310, 2.8879, 0.2610], [-0.1368, 1.7723, -0.6467], [-0.9393, 1.7312, -1.8110], [-0.0076, -0.2148, 0.3741], [1.4679, -0.9066, -1.1861], [2.8548, -0.7748, -0.6724], [3.2209, -1.7293, 0.4460], [4.3739, -1.0936, -2.3087], [-1.8331, -0.9862, -0.8144], [-1.4061, -1.5233, -2.4911], [-2.6931, -2.0506, -0.1859], [-2.9350, -1.9097, 1.3040], [-4.3556, -2.1223, -1.0021], [1.2156, 3.9850, -0.1207], [-0.0194, 4.9454, 0.6908], [0.8890, 3.7357, 1.5874], [-1.4830, 3.3458, -0.2485], [-1.0361, 2.4463, 1.1801], [0.8832, 1.9679, -0.9970], [-1.1888, 0.3476, 1.5684], [0.1905, -1.7481, 1.2191], [1.3179, 0.5442, 1.3126], [1.2154, -1.9376, -1.4385], [1.2943, -0.2845, -2.0642], [3.1023, 0.2516, -0.4068], [2.5854, -1.5017, 1.3058], [4.2651, -1.6325, 0.7412], [3.0312, -2.7608, 0.1439], [-2.4138, -0.0765, -0.9717], [-2.2818, -3.0310, -0.4209], [-3.6860, -2.6277, 1.6333], [-3.2770, -0.9058, 1.5520], [-2.0029, -2.0901, 1.8416]], "forces_ev_per_angstrom": [[0.0, 0.1, 0.0], [0.0, -0.1, 0.0], [0.1, 0.0, 0.0], [-0.1, 0.0, 0.0], [0.1, 0.1, 0.1], [0.1, 0.0, -0.1], [-0.1, 0.0, 0.1], [-0.1, 0.0, -0.1], [0.0, 0.0, 0.0], [-0.1, 0.0, -0.2], [0.0, 0.0, 0.0], [0.2, -0.1, -0.1], [0.0, 0.1, 0.0], [0.0, 0.0, 0.0], [0.0, 0.0, 0.0], [0.0, 0.0, 0.0], [0.0, -0.1, 0.0], [0.1, 0.0, 0.0], [0.0, 0.1, 0.0], [0.0, 0.0, 0.0], [0.0, 0.0, 0.0], [-0.1, 0.0, 0.0], [0.0, 0.0, 0.0], [0.0, 0.0, 0.1], [0.0, 0.0, 0.0], [0.0, 0.0, 0.0], [0.0, 0.0, 0.0], [0.0, 0.0, 0.0], [0.0, 0.0, 0.0], [0.0, 0.0, 0.1], [0.0, 0.0, 0.1], [0.1, 0.0, 0.0], [0.0, 0.0, 0.0], [0.0, 0.0, 0.0]], "nbo_charge": [-0.60, -0.48, -0.11, -0.41, 1.23, -0.81, -0.18, -0.66, -0.14, -0.55, -0.12, -0.17, -0.63, -0.17, 0.20, 0.20, 0.20, 0.22, 0.21, 0.15, -0.25, -0.25, -0.28, 0.22, 0.23, 0.21, 0.23, 0.21, 0.21, 0.22, 0.21, 0.21, 0.22, 0.23]}

No. 2
{"formula": "C9H20Cl4OS", "method": "ωB97M-V with the def2-TZVPD basis set", "s_squared": 0.757, "charge": 1, "energy_ev": -72618.84609, "fmax_ha_per_bohr": 0.06643, "spin_multiplicity": 2, "symbols": ["C", "S", "O", "C", "H", "H", "H", "H", "H", "H", "C", "Cl", "Cl", "Cl", "Cl", "C", "C", "C", "C", "C", "C", "H", "H", "H", "H", "H", "H", "H", "H", "H", "H", "H", "H", "H", "H"], "positions_angstrom": [[2.6115, 3.6517, 2.1354], [0.9242, 2.9011, 1.7437], [0.3160, 3.7801, 0.5946], [1.4511, 1.3057, 0.8575], [2.4276, 4.7260, 2.1508], [3.3768, 3.3833, 1.4071], [2.8319, 3.3232, 3.1511], [2.0326, 0.6236, 1.4778], [1.9775, 1.5140, -0.0739], [0.4843, 0.9329, 0.5191], [5.4030, 6.6643, 1.1941], [6.5252, 8.0401, 1.4263], [6.2110, 5.1380, 0.7882], [4.4555, 6.5537, 2.7438], [4.2988, 7.2088, -0.0537], [-4.4894, -3.3408, -2.4425], [-3.8647, -2.8811, -1.1785], [-2.9120, -3.8500, -0.5018], [-1.7807, -3.0987, 0.3283], [-0.8899, -2.1094, -0.3943], [0.2137, -2.6853, -1.3013], [-5.1713, -4.1791, -2.2997], [-3.6822, -3.7198, -3.0693], [-5.0301, -2.5491, -2.9611], [-3.4826, -1.8823, -1.3897], [-4.6163, -2.6417, -0.4263], [-2.2862, -4.2087, -1.3191], [-3.4751, -4.6544, -0.0286], [-2.3460, -2.5826, 1.1043], [-1.2384, -3.8391, 0.9164], [-1.4137, -1.3655, -0.9946], [-0.3906, -1.5190, 0.3739], [-0.1326, -3.5471, -1.8720], [0.7027, -1.9872, -1.9807], [0.9583, -3.1055, -0.6252]], "forces_ev_per_angstrom": [[-1.2, 0.3, 0.5], [2.0, 0.3, -2.8], [0.7, -1.3, 1.8], [-1.2, 0.6, -0.3], [0.0, 0.0, -0.1], [-0.4, -0.2, -0.1], [0.1, -0.1, -0.1], [-0.4, 0.3, 0.4], [0.3, 0.7, 0.3], [0.0, -0.5, 0.4], [-0.1, 1.2, 0.6], [0.2, -0.8, 0.0], [-0.3, 0.6, 0.3], [0.4, -0.4, -0.5], [-0.3, -0.6, -0.4], [-0.2, -0.9, -0.7], [-0.8, 1.2, 1.5], [2.3, 1.5, -1.5], [-2.3, -0.8, 0.8], [0.6, 0.4, -0.8], [-0.1, -1.0, 0.9], [-0.1, 0.0, 0.0], [-0.1, 0.1, -0.4], [0.1, 0.0, 0.0], [0.8, -0.1, 0.1], [-0.5, 0.0, 0.0], [-0.3, -1.0, -0.2], [0.5, 0.1, 0.3], [0.1, 0.5, 0.2], [0.5, -0.1, -0.3], [-0.6, -0.1, 0.1], [0.1, 0.1, 0.2], [-0.2, 0.2, -0.2], [-0.2, 0.1, 0.1], [0.4, 0.0, -0.2]], "lowdin_spin": [0.05, 0.20, 0.70, 0.05, 0.00, 0.01, 0.00, 0.00, 0.00, 0.00, 0.00, 0.00, 0.00, 0.00, 0.00, 0.00, 0.00, 0.00, 0.00, 0.00, 0.00, 0.00, 0.00, 0.00, 0.00, 0.00, 0.00, 0.00, 0.00, 0.00, 0.00, 0.00, 0.00, 0.00, 0.00]}

No. 3
{"formula": "C9H20ClIO2PSc", "method": "ωB97M-V with the def2-TZVPD basis set", "charge": 2, "energy_ev": -64349.94589, "fmax_ha_per_bohr": 0.10189, "symbols": ["C", "I", "H", "H", "H", "Sc", "P", "C", "C", "H", "H", "H", "C", "H", "H", "H", "H", "H", "H", "C", "O", "Cl", "C", "C", "C", "O", "C", "H", "H", "H", "H", "H", "H", "H", "H"], "positions_angstrom": [[2.4880, -1.4435, -1.9430], [1.9780, 0.7940, -2.8886], [2.3703, -1.7623, -0.8723], [3.5752, -1.3481, -2.0439], [2.0561, -2.1947, -2.6353], [0.9365, -0.2746, -0.6106], [-1.4769, -1.4653, -1.0388], [-2.7219, -1.3039, -2.3729], [-1.1820, -3.2881, -1.0741], [-2.0552, -1.6875, 1.3216], [-3.3599, -2.3066, 0.2720], [-3.1622, -0.5453, 0.5019], [-2.6253, -1.4961, 0.4051], [-0.5539, -3.5611, -0.2175], [-2.1518, -3.8044, -1.0063], [-3.4175, -2.1589, -2.3875], [-2.2207, -1.2538, -3.3468], [-0.6695, -3.5751, -2.0020], [-3.3100, -0.3870, -2.2411], [-0.9273, 1.1814, -1.7049], [-1.4719, 2.1277, -2.0927], [1.3405, -1.9022, 1.0565], [-0.3487, 2.2244, 2.9614], [0.5579, 3.1912, 2.1913], [1.0069, 2.5100, 0.9031], [0.3868, 1.1719, 0.9040], [-0.3839, 0.9319, 2.1366], [0.0479, 2.0511, 3.9713], [-1.3688, 2.6273, 3.0735], [1.4412, 3.3814, 2.7986], [0.0377, 4.1192, 1.9535], [0.7071, 3.0576, 0.0025], [2.0902, 2.3850, 0.8777], [0.0950, 0.0618, 2.6120], [-1.4031, 0.6469, 1.8486]], "forces_ev_per_angstrom": [[1.5, 0.3, -2.1], [1.2, -1.9, 0.2], [-0.4, 0.6, 0.0], [-0.3, -0.2, -0.3], [0.2, 0.8, 0.3], [-2.8, 0.2, 2.7], [-1.3, -2.7, 0.7], [0.3, 0.6, -0.6], [0.4, 0.1, -0.2], [-0.2, 0.0, -0.1], [0.3, 0.3, -0.1], [0.1, -0.2, 0.1], [0.3, 0.5, 0.3], [-0.2, 0.0, -0.2], [0.4, 0.2, -0.1], [0.4, 0.2, 0.3], [-0.2, 0.0, 0.1], [-0.2, -0.1, 0.2], [0.1, -0.2, -0.1], [-1.7, 4.8, -1.3], [1.8, -3.9, 1.4], [-0.1, 0.6, -0.5], [-0.4, -0.3, 0.0], [0.3, 0.2, 0.0], [0.0, 0.1, 0.1], [0.3, 0.0, -0.9], [-0.1, -0.6, 0.5], [-0.2, -0.1, -0.4], [0.5, -0.2, -0.1], [-0.1, 0.4, -0.1], [0.2, 0.0, 0.2], [-0.2, -0.3, 0.1], [0.0, -0.2, 0.0], [-0.2, 0.4, 0.0], [0.3, 0.1, -0.1]], "nbo_charge": [-0.73, 0.40, 0.27, 0.30, 0.29, 1.13, 0.81, -0.93, -0.92, 0.26, 0.27, 0.25, -0.91, 0.26, 0.26, 0.28, 0.25, 0.24, 0.26, 0.55, -0.39, -0.39, -0.44, -0.44, -0.07, -0.62, -0.06, 0.26, 0.24, 0.25, 0.25, 0.20, 0.20, 0.22, 0.20]}

No. 4
{"formula": "C9H20F3O9PV", "method": "ωB97M-V with the def2-TZVPD basis set", "charge": -1, "e_above_lowest_ev": 5.929, "fmax_ha_per_bohr": 0.11252, "symbols": ["O", "V", "O", "C", "C", "O", "H", "H", "H", "H", "H", "C", "O", "O", "C", "F", "F", "F", "C", "C", "H", "H", "H", "H", "H", "H", "C", "O", "P", "O", "O", "C", "O", "C", "H", "H", "H", "H", "H", "H", "H", "H", "H"], "positions_angstrom": [[0.3506, 1.8845, 1.7012], [-0.0213, 2.1506, 3.2780], [1.1772, 1.9509, 4.1684], [-3.3834, 6.5218, 4.0355], [-2.0503, 6.2988, 4.6980], [-1.1940, 5.5237, 3.9408], [-3.8112, 5.6405, 3.5576], [-3.2000, 7.2859, 3.2802], [-4.0639, 6.9796, 4.7534], [-2.2646, 5.8118, 5.6494], [-1.6290, 7.2525, 5.0158], [-2.0466, -1.3399, 3.6307], [-0.6277, -1.1854, 3.3165], [-2.3177, 0.0398, 4.0045], [-2.7675, -2.1310, 2.4764], [-2.6393, -1.5607, 1.3157], [-2.2564, -3.3684, 2.4004], [-4.0555, -2.2142, 2.7959], [0.1834, -2.2532, 3.5146], [1.6048, -1.8050, 3.1100], [1.5647, -1.1628, 2.2302], [2.0316, -1.4156, 4.0342], [2.2831, -2.6400, 2.9343], [-0.0563, -3.0652, 2.8282], [0.1795, -2.6176, 4.5419], [-2.1308, -1.8721, 4.5782], [2.6570, -4.1567, -5.7159], [1.9492, -3.1214, -4.8663], [1.4257, -1.7878, -5.5761], [0.0816, -1.9801, -6.2793], [2.6615, -1.2827, -6.5387], [2.7519, 0.0024, -7.0273], [1.4015, -0.7019, -4.3799], [0.5399, -0.8511, -3.2901], [3.6578, -4.3649, -5.3374], [2.6340, -3.9598, -6.7878], [2.1416, -5.1097, -5.5966], [3.6839, 0.5444, -6.8672], [1.9314, 0.6499, -6.7181], [2.6282, -0.0845, -8.1067], [-0.0538, 0.0426, -3.0980], [1.1879, -0.8495, -2.4137], [-0.1385, -1.6985, -3.1909]], "forces_ev_per_angstrom": [[-0.3, 0.7, 3.5], [-3.9, -0.8, -4.2], [2.5, -0.4, 1.3], [0.0, 1.2, -0.4], [0.2, -2.2, 0.1], [0.6, -0.1, -0.4], [0.1, -0.1, 0.2], [-0.3, -0.1, -0.5], [-0.4, -0.1, 0.1], [-0.1, -0.4, 0.7], [0.4, 0.6, -0.2], [1.9, 4.6, 1.5], [-1.4, 0.4, -0.5], [-0.5, -2.1, -1.8], [0.9, 1.8, 2.6], [0.0, 0.5, -1.5], [-0.2, -0.6, -0.2], [-0.8, -0.5, -0.2], [2.0, -1.4, -1.4], [-0.1, -0.7, 1.3], [0.2, 0.2, 0.4], [0.2, 1.1, -0.4], [-0.3, -0.4, -0.4], [-0.3, -0.4, 0.2], [-0.1, -0.1, 0.3], [-0.2, -0.9, -0.1], [-1.0, -0.2, 0.8], [1.5, -0.6, -1.7], [-2.5, 0.3, -1.4], [3.3, 0.6, 1.4], [-0.9, -2.1, 2.6], [-0.9, 1.7, -1.8], [0.5, -1.1, -2.3], [-0.3, 0.7, 2.6], [0.0, 0.8, 0.0], [0.1, 0.6, 0.2], [-0.4, 0.3, 0.2], [0.2, -0.6, 0.6], [0.0, 0.0, 0.3], [0.1, 0.2, -0.2], [-0.1, 0.1, -0.7], [0.0, -0.4, 0.1], [0.3, -0.3, -0.9]], "lowdin_charge": [-0.37, 1.14, -0.29, -0.14, -0.55, -0.35, 0.06, 0.05, 0.05, 0.07, 0.08, -0.35, -0.14, -0.27, -0.62, 0.19, 0.13, 0.15, -0.33, -0.06, 0.08, 0.07, 0.06, 0.10, 0.12, 0.14, -0.04, -0.22, 0.48, -0.28, -0.23, -0.15, -0.22, -0.13, 0.08, 0.08, 0.08, 0.09, 0.09, 0.09, 0.09, 0.09, 0.10]}

No. 5
{"formula": "C9H20FN2O6S", "method": "ωB97M-V with the def2-TZVPD basis set", "charge": 1, "energy_ev": -38462.10196, "fmax_ha_per_bohr": 0.16433, "symbols": ["N", "N", "C", "C", "F", "C", "C", "C", "C", "S", "O", "O", "O", "H", "H", "H", "H", "H", "H", "H", "H", "H", "H", "H", "H", "H", "H", "H", "H", "C", "C", "O", "C", "O", "O", "H", "H", "H", "H"], "positions_angstrom": [[-2.0572, -0.2001, -0.8713], [-2.3747, -1.5029, -1.3214], [-3.0298, -2.3601, -0.2645], [-2.0605, -2.8647, 0.9495], [-0.8802, -2.0169, 1.2252], [-1.2222, -2.1702, -2.0612], [-0.2274, -1.1346, -2.8510], [0.9909, -0.5092, -1.9529], [2.0150, -1.6080, -1.2986], [2.7574, -0.8374, 0.2831], [2.1397, -1.4690, 1.5780], [4.3065, -1.0704, 0.2716], [2.5073, 0.8450, 0.3960], [-2.2180, 0.4589, -1.6728], [-2.7067, 0.0719, -0.0907], [-3.1191, -1.3385, -2.0651], [-3.4721, -3.3218, -0.7977], [-3.9084, -1.7311, 0.2418], [-1.6341, -3.9298, 0.6197], [-2.6312, -3.0121, 1.9695], [-1.7370, -2.8398, -2.9053], [-0.5891, -2.9092, -1.4135], [0.2149, -1.7411, -3.7780], [-0.8296, -0.2323, -3.3463], [0.5233, 0.2485, -1.1893], [1.6483, 0.1522, -2.6984], [2.9303, -1.8487, -1.9977], [1.5173, -2.6067, -0.9432], [2.5051, 1.1476, 1.3704], [1.5607, 3.7968, 1.6573], [0.9916, 3.1577, 2.8823], [0.7110, 4.2599, 3.7240], [0.5623, 5.3494, 2.9150], [0.1484, 6.4339, 3.2894], [0.9360, 5.0665, 1.6329], [1.3303, 3.2339, 0.7486], [2.6446, 3.9374, 1.7239], [0.0588, 2.6212, 2.6792], [1.6979, 2.4738, 3.3612]], "forces_ev_per_angstrom": [[-0.4, 2.0, 0.7], [-1.4, -0.4, -1.5], [-1.3, -0.7, 2.0], [1.4, -1.4, 0.1], [-2.8, -1.4, -1.0], [1.5, -1.5, -2.4], [0.2, 0.0, -0.5], [0.1, 0.7, -1.1], [-0.6, 0.8, -0.6], [4.8, -2.7, 6.4], [1.1, 2.5, -5.2], [-6.0, 1.2, -1.0], [-0.3, -1.4, 0.3], [0.3, -0.8, 1.1], [0.9, -0.4, -1.1], [0.9, -0.9, 1.0], [0.9, 2.1, 1.1], [1.8, -1.3, -1.5], [-0.8, 2.4, 0.9], [1.0, 0.6, -2.3], [1.0, 1.4, 2.0], [-1.5, 1.7, -0.8], [-1.0, 1.2, 2.1], [1.2, -2.0, 1.1], [1.1, -1.8, -1.2], [-1.5, -1.4, 1.6], [-1.8, 0.6, 1.6], [1.0, 2.1, -0.3], [0.1, -1.4, -1.8], [0.6, -0.3, -0.8], [-0.1, -0.9, 0.4], [0.0, 0.6, -0.4], [-1.0, 2.8, 1.0], [1.0, -2.8, -1.0], [-0.3, 0.1, 0.6], [0.0, 0.3, 0.0], [-0.1, 0.0, 0.0], [0.0, 0.0, 0.0], [-0.1, 0.2, 0.2]], "nbo_charge": [-0.63, -0.23, -0.29, 0.00, -0.36, -0.26, -0.43, -0.45, -0.59, 2.08, -0.88, -0.85, -0.88, 0.39, 0.40, 0.43, 0.27, 0.25, 0.20, 0.24, 0.24, 0.26, 0.26, 0.23, 0.26, 0.25, 0.29, 0.26, 0.53, -0.11, -0.11, -0.47, 0.95, -0.55, -0.48, 0.20, 0.19, 0.18, 0.20]}

No. 6
{"formula": "C9H20FeIN", "method": "ωB97M-V with the def2-TZVPD basis set", "s_squared": 8.755, "charge": 1, "energy_ev": -53626.35384, "fmax_ha_per_bohr": 0.06256, "spin_multiplicity": 6, "symbols": ["Fe", "I", "C", "C", "C", "C", "N", "C", "C", "C", "C", "C", "H", "H", "H", "H", "H", "H", "H", "H", "H", "H", "H", "H", "H", "H", "H", "H", "H", "H", "H", "H"], "positions_angstrom": [[0.4730, 5.8723, 0.0043], [0.8978, 3.7737, -1.8020], [2.9379, -2.9900, -1.2676], [2.3138, -1.6249, -1.2976], [1.0721, -1.4597, -0.4118], [-0.0731, -0.4577, -0.8632], [-0.9489, -0.0149, 0.3508], [-2.1203, 0.8712, -0.1086], [-1.9204, 2.2384, 0.4857], [-1.1246, 2.0196, 1.6776], [-0.1539, 0.9049, 1.2912], [-1.5116, -1.2238, 1.1524], [3.5986, -2.9773, -0.4008], [3.5002, -3.4281, -2.0922], [2.2634, -3.8083, -1.0156], [2.0163, -1.5352, -2.3423], [3.0401, -0.8123, -1.3128], [1.4506, -1.3360, 0.6028], [0.5592, -2.4156, -0.5183], [-0.7703, -0.9171, -1.5639], [0.1877, 0.5659, -1.1322], [-3.0549, 0.3302, 0.0396], [-1.9251, 0.9291, -1.1794], [-2.8110, 2.8537, 0.6131], [-1.3957, 2.7370, -0.3293], [-1.7518, 1.7700, 2.5335], [-0.6959, 2.9708, 1.9932], [0.2957, 0.2943, 2.0742], [0.7639, 1.2886, 0.8454], [-0.7026, -1.8664, 1.4995], [-2.2603, -1.7027, 0.5214], [-2.1497, -0.8497, 1.9530]], "forces_ev_per_angstrom": [[0.2, -0.8, -0.8], [-0.1, 0.8, 0.8], [0.8, -1.2, 2.2], [-0.8, 0.7, -3.0], [-0.5, 0.1, -0.8], [0.3, 0.5, 2.0], [-0.2, -0.7, 1.5], [0.2, -1.2, -1.5], [-1.1, 0.4, -2.2], [0.9, 0.2, 2.0], [0.6, -0.3, 0.5], [-0.3, 1.2, -0.8], [0.5, -0.4, 0.0], [0.0, 1.0, -0.4], [-0.6, 0.2, 0.0], [-0.7, 0.2, -0.3], [0.1, 0.0, 1.0], [-0.6, 0.2, 0.2], [0.1, -0.2, 0.6], [0.3, 0.1, -0.1], [0.8, -0.4, -1.0], [0.1, 0.2, 0.3], [-0.6, 0.0, -0.1], [-0.3, -0.5, 0.2], [0.5, 0.5, 0.5], [-0.1, -0.5, 0.0], [0.8, -0.2, 0.0], [-0.7, 0.0, 0.4], [-0.4, 0.2, -0.9], [-0.3, 0.1, -0.1], [0.6, -0.4, -0.4], [0.6, 0.3, 0.3]], "lowdin_spin": [4.70, 0.28, 0.00, 0.00, 0.00, 0.00, 0.00, 0.00, 0.00, 0.00, 0.00, 0.00, 0.00, 0.00, 0.00, 0.00, 0.00, 0.00, 0.00, 0.00, 0.00, 0.00, 0.00, 0.00, 0.00, 0.00, 0.01, 0.00, 0.00, 0.00, 0.00, 0.00]}

Which value of charge does entry 4 give?
-1

The highest charge belongs to which entry?
C9H20ClIO2PSc